# 1
Formula: C32H28N5OSSr
Source: the Open Molecules 2025 dataset
Level of theory: ωB97M-V/def2-TZVPD

```
! wB97M-V def2-TZVPD RIJCOSX def2/J DEFGRID3
* xyz 1 1
Sr 0.158 -1.559 -2.123
C 4.748 0.402 2.621
C 3.530 -0.246 2.025
C 2.251 -0.005 2.535
C 1.120 -0.559 1.973
C 1.178 -1.411 0.852
N 0.039 -1.867 0.206
C -1.101 -2.211 0.911
C -1.063 -2.800 2.187
C -2.200 -3.205 2.854
C -3.472 -3.077 2.298
C -4.693 -3.570 3.022
C -3.539 -2.510 1.036
C -2.399 -2.078 0.371
N -2.662 -1.428 -0.914
C -3.497 -0.384 -1.104
C -3.642 -0.174 -2.455
C -2.849 -1.171 -3.040
N -2.273 -1.942 -2.117
C 2.480 -1.661 0.365
C 3.614 -1.090 0.933
N 2.731 -2.575 -0.740
C 3.231 -3.823 -0.667
C 3.363 -4.315 -1.945
C 2.913 -3.271 -2.765
N 2.550 -2.212 -2.047
H 4.608 0.604 3.684
H 4.986 1.353 2.139
H 5.626 -0.238 2.524
H 2.142 0.647 3.396
H 0.146 -0.334 2.390
H -0.096 -2.940 2.653
H -2.096 -3.652 3.837
H -4.538 -3.544 4.101
H -4.947 -4.598 2.758
H -5.567 -2.955 2.803
H -4.498 -2.396 0.543
H -3.919 0.109 -0.242
H -4.230 0.588 -2.936
H -2.675 -1.376 -4.086
H 4.578 -1.324 0.494
H 3.451 -4.245 0.300
H 3.732 -5.283 -2.234
H 2.855 -3.232 -3.842
O 0.056 0.707 -1.900
S -0.379 1.616 -0.732
C 1.093 2.492 -0.292
C 2.201 2.499 -1.123
C 3.342 3.162 -0.692
C 3.358 3.799 0.541
C 2.238 3.777 1.363
C 1.096 3.108 0.952
C -1.405 2.853 -1.445
C -2.436 3.308 -0.637
C -3.283 4.297 -1.128
C -3.089 4.783 -2.411
C -2.061 4.299 -3.216
C -1.202 3.326 -2.736
H 2.174 1.980 -2.071
H 4.225 3.177 -1.318
H 4.253 4.312 0.870
H 2.263 4.265 2.328
H 0.233 3.062 1.607
H -2.581 2.897 0.355
H -4.092 4.672 -0.516
H -3.749 5.550 -2.795
H -1.934 4.688 -4.217
H -0.396 2.930 -3.341
*
```

## Properties
LUMO level, hartree: -0.0908
Frontier orbital gap, eV: 6.84
ΔE to the lowest compared entry with this formula, charge and spin, eV: 0.000
HOMO energy, eV: -9.3

***

# 2
Formula: C23H37BN
Source: the Open Molecules 2025 dataset
Level of theory: ωB97M-V/def2-TZVPD

```
! wB97M-V def2-TZVPD RIJCOSX def2/J DEFGRID3
* xyz 1 1
C -2.761 -0.873 8.645
C -1.731 -1.805 8.157
C -0.347 -1.778 8.400
C 0.446 -2.996 8.388
C -0.188 -4.354 8.339
C 1.824 -2.937 8.494
C 2.518 -1.728 8.633
C 4.016 -1.708 8.649
C 1.756 -0.561 8.775
C 0.371 -0.557 8.691
C -0.329 0.743 8.916
H -3.722 -1.405 8.678
H -2.571 -0.479 9.656
H -2.904 -0.017 7.969
H -2.140 -2.734 7.746
H 0.600 -5.108 8.198
H -0.695 -4.580 9.289
H -0.909 -4.457 7.520
H 2.403 -3.862 8.471
H 4.387 -0.687 8.786
H 4.427 -2.331 9.458
H 4.426 -2.095 7.704
H 2.282 0.374 8.968
H 0.415 1.531 9.095
H -0.945 1.043 8.057
H -0.960 0.691 9.815
C -1.976 -2.025 4.319
C -2.733 -1.211 3.286
C -1.741 -0.731 2.224
N -3.513 -0.019 3.895
C -3.867 0.850 2.724
C -4.634 0.233 1.732
C -5.044 0.945 0.608
C -4.667 2.291 0.479
C -3.887 2.904 1.469
C -3.479 2.179 2.605
C -4.885 -0.492 4.451
C -5.861 0.682 4.546
C -4.790 -1.154 5.807
B -2.623 0.687 5.074
H -2.387 -0.147 6.006
H -1.487 -2.856 3.792
H -1.182 -1.449 4.815
H -2.619 -2.476 5.080
H -3.507 -1.839 2.822
H -1.109 -1.581 1.939
H -2.241 -0.396 1.307
H -1.095 0.077 2.598
H -4.920 -0.822 1.834
H -5.653 0.444 -0.158
H -4.986 2.848 -0.397
H -3.591 3.953 1.360
H -2.867 2.654 3.379
H -5.246 -1.229 3.720
H -6.749 0.347 5.098
H -5.423 1.540 5.077
H -6.213 1.010 3.561
H -5.796 -1.493 6.088
H -4.151 -2.044 5.819
H -4.461 -0.457 6.588
H -1.519 1.019 4.655
H -3.235 1.621 5.583
*
```

## Properties
LUMO level, hartree: -0.1956
Frontier orbital gap, eV: 6.09
ΔE to the lowest compared entry with this formula, charge and spin, eV: 0.380
HOMO energy, eV: -11.4

***

# 3
Formula: C23H18IrN5O8S3
Source: the Open Molecules 2025 dataset
Level of theory: ωB97M-V/def2-TZVPD

```
! wB97M-V def2-TZVPD RIJCOSX def2/J DEFGRID3
* xyz 1 2
Ir 0.031 -0.092 0.418
N 3.974 -1.388 -0.527
C 4.648 -0.202 -0.832
C 6.007 -0.100 -0.550
C 6.686 1.081 -0.801
C 6.021 2.169 -1.347
C 4.679 2.065 -1.669
C 3.983 0.890 -1.408
S 2.244 0.804 -1.803
N 1.850 -0.521 -0.948
C 2.621 -1.452 -0.465
C 1.883 -2.542 0.214
C 2.020 -3.895 -0.072
C 1.155 -4.792 0.545
C 0.232 -4.325 1.468
C 0.161 -2.958 1.703
N 0.939 -2.099 1.063
H 4.530 -2.119 -0.104
H 6.528 -0.944 -0.124
H 7.737 1.150 -0.565
H 6.555 3.090 -1.522
H 4.144 2.889 -2.109
H 2.754 -4.233 -0.789
H 1.190 -5.841 0.290
H -0.440 -4.999 1.976
H -0.554 -2.527 2.390
O -1.575 3.101 -1.521
S -1.530 1.751 -1.029
O -0.347 1.024 -1.562
O -1.463 1.688 0.442
C -3.056 0.925 -1.466
C -4.048 1.721 -2.021
C -5.328 1.226 -2.213
C -5.628 -0.077 -1.848
C -4.628 -0.886 -1.334
C -3.350 -0.385 -1.135
S -2.222 -1.529 -0.339
O -2.859 -2.815 -0.291
O -0.936 -1.564 -1.075
O -1.944 -0.986 1.016
H -3.797 2.739 -2.264
H -6.090 1.860 -2.637
H -6.632 -0.458 -1.954
H -4.809 -1.914 -1.062
C 0.794 5.256 -0.283
N 0.838 4.119 0.611
C 0.293 4.168 1.847
C 0.232 3.087 2.657
C 0.644 1.837 2.104
O 0.425 0.707 2.587
N 1.283 1.848 0.896
C 1.369 2.942 0.133
O 1.962 2.940 -0.962
H 0.593 6.159 0.287
H 0.008 5.097 -1.027
H 1.753 5.346 -0.793
H -0.097 5.133 2.139
H -0.231 3.110 3.626
*
```

## Properties
LUMO level (alpha / beta), hartree: -0.2059 / -0.2014
Frontier orbital gap (alpha / beta), eV: 4.73 / 4.80
HOMO energy (alpha / beta), eV: -10.3 / -10.3

***

# 4
Formula: C6H8N2O
Source: the Open Molecules 2025 dataset
Level of theory: ωB97M-V/def2-TZVPD

```
! wB97M-V def2-TZVPD RIJCOSX def2/J DEFGRID3
* xyz 0 1
C 2.871 -0.446 -0.385
C 2.860 0.814 0.077
C 0.804 0.045 -0.119
C -1.710 0.982 -0.741
C -1.031 0.043 0.100
C -1.633 -1.294 0.541
N 1.624 -0.957 -0.454
N 1.539 1.128 0.297
O -1.409 1.289 0.618
H 3.725 -0.952 -0.821
H 3.638 1.641 0.051
H -1.328 1.686 -1.399
H -2.824 1.006 -0.984
H -1.181 -2.024 -0.173
H -2.804 -1.163 0.407
H -1.388 -1.645 1.530
H 1.341 2.107 0.462
*
```

## Properties
LUMO level, hartree: 0.0320
Frontier orbital gap, eV: 9.60
ΔE to the lowest compared entry with this formula, charge and spin, eV: 2.846
HOMO energy, eV: -8.7

***

# 5
Formula: C2H2ClNS
Source: the Open Molecules 2025 dataset
Level of theory: ωB97M-V/def2-TZVPD

```
! wB97M-V def2-TZVPD RIJCOSX def2/J DEFGRID3
* xyz 0 1
C 0.189 -0.601 1.103
C -0.438 0.634 0.532
N 0.701 -1.586 1.288
S 0.027 2.182 1.102
Cl -1.524 0.454 -0.663
H 0.889 -0.651 -1.929
H 0.155 -0.431 -1.432
*
```

## Properties
LUMO level, hartree: -0.0784
Frontier orbital gap, eV: 7.93
ΔE to the lowest compared entry with this formula, charge and spin, eV: 2.191
HOMO energy, eV: -10.1

***

# 6
Formula: C5H12NO
Source: the Open Molecules 2025 dataset
Level of theory: ωB97M-V/def2-TZVPD

```
! wB97M-V def2-TZVPD RIJCOSX def2/J DEFGRID3
* xyz 1 1
O -3.002 -0.400 0.335
C -2.014 -0.199 -0.311
C -0.727 0.266 0.346
C 0.647 -0.181 -0.201
C 0.620 -0.796 -1.617
C 1.768 0.890 -0.063
N -0.886 -0.002 1.832
H -1.923 -0.359 -1.385
H -0.642 1.338 0.276
H 1.006 -0.992 0.441
H 1.362 -1.592 -1.639
H 0.943 -0.094 -2.389
H -0.347 -1.149 -1.959
H 2.645 0.434 0.386
H 1.423 1.770 0.483
H 2.050 1.247 -1.051
H -1.264 0.812 2.303
H -1.633 -0.663 1.959
H -0.027 -0.330 2.255
*
```

## Properties
LUMO level, hartree: -0.1419
Frontier orbital gap, eV: 11.12
ΔE to the lowest compared entry with this formula, charge and spin, eV: 0.949
HOMO energy, eV: -15.0

***

Q: Number 5 is which compound?
A: C2H2ClNS